The following is a quantum chemistry calculation of a cluster of 2 separate species, C11H13BO12S in total, from OMol25.

Cartesian coordinates (Å):
S  -2.049  -0.963  2.245
O  5.134  -0.521  -2.119
O  4.408  -2.544  -3.050
O  0.827  -0.753  -1.137
O  2.734  -0.923  -2.315
O  3.960  -2.114  -0.687
O  -4.819  -1.241  1.563
O  -4.698  1.358  -0.964
O  7.001  -0.265  -3.356
O  6.084  -2.821  -4.531
O  -0.469  1.380  0.231
O  2.310  -2.233  0.846
O  -5.359  0.883  1.130
C  -0.052  0.657  1.370
C  6.023  -0.873  -3.054
C  -3.053  0.358  1.555
C  5.544  -2.206  -3.666
C  2.761  -1.895  -0.219
C  1.456  0.758  1.638
C  -4.483  -0.108  1.404
C  -4.981  1.786  0.105
C  -4.961  3.221  0.492
C  -0.553  -0.800  1.238
C  1.977  -1.109  -1.282
B  4.084  -1.530  -2.056
H  1.954  0.974  0.696
H  -0.865  -0.953  0.211
H  -5.516  3.783  -0.251
H  -2.672  -2.041  1.742
H  -0.038  0.978  -0.543
H  -0.541  1.150  2.215
H  1.659  1.573  2.324
H  -3.919  3.539  0.428
H  -2.638  0.593  0.573
H  -2.961  1.231  2.194
H  0.169  -1.562  1.518
H  1.859  -0.176  2.016
H  -5.317  3.407  1.498

Forces on atoms 1 to 2 (eV/Å):
0.455 0.044 0.720
-0.153 -0.137 0.011

Output
E_HOMO (eV): -9.264
LUMO (eV): -0.819
Net charge: 0
Max |F| (eV/Å): 0.9

***

The following is a quantum chemistry calculation of a structure of composition C11H13BeN2O6 in a non-equilibrium geometry, from OMol25.

Cartesian coordinates (Å):
O  -1.154  3.200  -5.561
O  -0.435  -1.115  -2.339
O  -0.932  2.484  0.682
O  0.389  0.444  -0.352
O  0.997  1.840  -2.681
O  -4.281  1.763  -3.052
N  -0.606  -0.825  1.327
N  1.696  -0.498  1.216
C  -1.084  1.873  -0.311
C  0.464  -0.270  0.707
C  -0.422  -1.722  2.437
C  2.800  -0.020  0.435
C  1.980  -1.137  2.468
C  -0.525  0.034  -2.648
C  0.725  -1.232  3.300
C  0.470  0.939  -3.332
C  -1.407  2.744  -4.542
C  -3.228  1.710  -2.598
C  -1.920  -0.823  0.713
Be  -1.567  1.491  -2.115
H  2.392  -2.142  2.282
H  3.729  -0.170  0.999
H  -2.078  -1.756  0.148
H  2.860  -0.576  -0.505
H  -2.655  -0.761  1.530
H  0.898  -1.920  4.136
H  2.707  1.044  0.204
H  -1.348  -1.733  3.014
H  -0.236  -2.756  2.103
H  0.466  -0.252  3.721
H  2.763  -0.547  2.964
H  -2.018  0.056  0.053
H  0.560  0.633  -4.405

Forces on atoms 1 to 2 (eV/Å):
-0.729 -1.334 2.907
-0.193 -0.238 -0.669

Output
E_HOMO (eV): -11.645
LUMO (eV): -5.102
Net charge: +1
Max |F| (eV/Å): 4.8

***

The following is a quantum chemistry calculation of the ion C11H13ClP with charge +1 in a non-equilibrium geometry, from OMol25.

Cartesian coordinates (Å):
Cl  2.500  2.179  0.236
P  1.175  1.830  1.672
C  -0.893  0.328  -0.847
C  -0.580  1.828  -0.689
C  -1.863  -0.381  -0.026
C  -0.033  -1.998  -0.004
C  -0.764  -0.001  -2.358
C  0.823  -2.802  0.713
C  0.795  0.032  1.151
C  -0.386  2.497  0.745
C  1.774  -2.216  1.551
C  1.746  -0.814  1.694
C  -0.194  -0.622  0.206
H  0.410  2.185  -1.228
H  2.270  -2.763  2.293
H  -1.388  2.566  1.328
H  0.323  -0.126  -2.738
H  -1.012  0.947  -2.805
H  -1.438  2.395  -0.967
H  -0.245  3.602  0.563
H  2.592  -0.491  2.136
H  -0.616  -2.550  -0.708
H  -1.421  -0.724  -2.713
H  1.046  -3.796  0.369
H  -2.190  0.137  0.892
H  -2.431  -1.242  -0.467

Forces on atoms 1 to 2 (eV/Å):
1.217 0.394 -0.945
-3.307 -0.708 -0.409

Output
E_HOMO (eV): -12.997
LUMO (eV): -5.338
Net charge: +1
Max |F| (eV/Å): 3.6

***

The following is a quantum chemistry calculation of a structure of composition C11H13ClSm in a non-equilibrium geometry, from OMol25.

Cartesian coordinates (Å):
Sm  0.533  0.462  0.613
Cl  1.190  1.692  2.706
C  -1.699  1.101  0.989
C  1.500  1.496  -2.139
C  -0.804  1.690  -2.033
C  0.925  0.368  -2.798
C  0.425  2.319  -1.658
C  1.269  -1.929  2.263
C  -0.808  -1.513  1.378
C  -0.495  0.485  -2.729
C  -0.068  -2.340  0.428
C  0.043  -1.225  2.489
C  1.221  -2.636  1.017
H  -1.857  0.905  2.061
H  1.478  -0.435  -3.293
H  -0.378  -2.897  -0.465
H  -1.851  -1.137  1.309
H  2.565  1.725  -2.054
H  -1.221  -0.214  -3.153
H  -0.250  -0.526  3.297
H  1.942  -3.379  0.593
H  -1.807  2.076  -1.824
H  0.528  3.282  -1.145
H  2.083  -1.989  2.962
H  -2.011  2.127  0.716
H  -2.454  0.491  0.469

Forces on atoms 1 to 2 (eV/Å):
0.407 0.052 -2.642
0.600 0.840 0.613

Output
E_HOMO (alpha / beta) (eV): -4.390 / -4.390
LUMO (alpha / beta) (eV): 3.056 / 3.061
Multiplicity: 6
Net charge: -1
Max |F| (eV/Å): 2.7

***

The following is a quantum chemistry calculation of the molecule C11H13N3 in a non-equilibrium geometry, from OMol25.

Cartesian coordinates (Å):
N  3.340  0.294  -0.187
N  1.237  -0.454  0.206
N  -0.833  1.492  0.615
C  1.963  0.415  -0.561
C  -2.857  -1.346  -0.263
C  -0.564  -2.012  -0.163
C  -1.087  0.250  0.136
C  3.412  -0.652  0.624
C  -0.122  -0.723  0.027
C  1.524  1.108  -1.637
C  2.149  -1.288  0.995
C  -1.874  -2.319  -0.356
C  -1.474  2.753  0.413
C  -2.504  -0.086  0.014
H  1.931  -1.190  1.981
H  -1.936  -3.379  -0.590
H  -3.852  -1.573  -0.578
H  0.235  -2.740  -0.137
H  -3.232  0.586  0.290
H  -0.953  3.368  -0.363
H  0.454  1.323  -1.710
H  2.251  -2.301  0.647
H  -2.456  2.749  -0.113
H  -1.588  3.303  1.422
H  2.155  1.776  -2.175
H  4.488  -0.892  0.997
H  0.194  1.537  0.463

Forces on atoms 1 to 2 (eV/Å):
-0.564 1.124 -1.548
0.180 -0.274 0.877

Output
E_HOMO (eV): -7.527
LUMO (eV): 0.839
Net charge: 0
Max |F| (eV/Å): 4.6

***

The following is a quantum chemistry calculation of a cluster of 2 separate species, C11H13N3 in total in a non-equilibrium geometry, from OMol25.

Cartesian coordinates (Å):
N  -1.360  2.553  -2.446
N  -1.395  0.034  0.065
N  0.943  3.149  1.354
C  2.010  0.256  0.066
C  -2.054  -0.897  -0.578
C  2.908  -0.982  -0.100
C  -4.034  -0.524  0.629
C  0.359  1.821  -0.716
C  -3.349  0.445  1.337
C  -0.601  2.329  -1.602
C  0.658  2.459  0.404
C  -2.030  0.721  0.998
C  -3.389  -1.178  -0.375
C  1.477  0.851  -1.162
H  -3.811  0.945  2.168
H  0.706  3.002  2.273
H  4.016  -0.819  0.005
H  2.649  -1.655  -0.978
H  2.724  0.915  0.743
H  1.156  0.059  -1.758
H  1.173  0.084  0.636
H  -3.961  -1.996  -0.824
H  -5.165  -0.569  0.837
H  2.609  -1.623  0.757
H  -1.411  -1.495  -1.230
H  -1.523  1.573  1.616
H  2.338  1.381  -1.696

Forces on atoms 1 to 2 (eV/Å):
0.308 0.186 0.541
0.540 0.518 0.691

Output
E_HOMO (eV): -8.507
LUMO (eV): 0.716
Net charge: 0
Max |F| (eV/Å): 4.9

***

The following is a quantum chemistry calculation of a structure of composition C11H13N3 in a non-equilibrium geometry, from OMol25.

Cartesian coordinates (Å):
N  2.508  -0.976  0.843
N  2.324  0.300  0.231
N  -3.112  -2.538  0.539
C  -2.540  -1.653  -0.551
C  1.425  1.153  1.042
C  -1.921  -0.326  -0.272
C  -0.690  2.240  0.229
C  4.060  -0.679  -0.864
C  -2.673  0.911  -0.461
C  3.208  0.435  -0.850
C  -0.711  -0.079  0.250
C  3.466  -1.564  0.117
C  -1.965  2.141  -0.340
C  -0.041  1.048  0.501
H  -2.589  3.068  -0.316
H  1.635  1.040  2.092
H  3.082  1.462  -1.225
H  -0.252  3.231  0.555
H  4.887  -0.914  -1.550
H  -1.700  -2.036  -1.207
H  -3.360  -1.482  -1.359
H  1.818  2.148  0.801
H  -2.495  -2.043  1.548
H  -0.194  -1.127  0.348
H  -4.342  -2.351  0.562
H  3.807  -2.456  0.305
H  -3.634  1.048  -0.968

Forces on atoms 1 to 2 (eV/Å):
0.556 1.066 -2.136
1.308 -4.088 1.425

Output
E_HOMO (eV): -9.067
LUMO (eV): 0.742
Net charge: 0
Max |F| (eV/Å): 7.3

***

Repeat the fourth record exactly.
The following is a quantum chemistry calculation of a structure of composition C11H13ClSm in a non-equilibrium geometry, from OMol25.

Cartesian coordinates (Å):
Sm  0.533  0.462  0.613
Cl  1.190  1.692  2.706
C  -1.699  1.101  0.989
C  1.500  1.496  -2.139
C  -0.804  1.690  -2.033
C  0.925  0.368  -2.798
C  0.425  2.319  -1.658
C  1.269  -1.929  2.263
C  -0.808  -1.513  1.378
C  -0.495  0.485  -2.729
C  -0.068  -2.340  0.428
C  0.043  -1.225  2.489
C  1.221  -2.636  1.017
H  -1.857  0.905  2.061
H  1.478  -0.435  -3.293
H  -0.378  -2.897  -0.465
H  -1.851  -1.137  1.309
H  2.565  1.725  -2.054
H  -1.221  -0.214  -3.153
H  -0.250  -0.526  3.297
H  1.942  -3.379  0.593
H  -1.807  2.076  -1.824
H  0.528  3.282  -1.145
H  2.083  -1.989  2.962
H  -2.011  2.127  0.716
H  -2.454  0.491  0.469

Forces on atoms 1 to 2 (eV/Å):
0.407 0.052 -2.642
0.600 0.840 0.613

Output
E_HOMO (alpha / beta) (eV): -4.390 / -4.390
LUMO (alpha / beta) (eV): 3.056 / 3.061
Multiplicity: 6
Net charge: -1
Max |F| (eV/Å): 2.7